No. 1
# BrHN2

A single BrHN2 molecule (the ωB97M-V functional and the def2-TZVPD basis, OMol25).

XYZ file:
```
4
Properties=species:S:1:pos:R:3:forces:R:3
H -0.15647 -0.94763 -1.28581 -0.16 0.81 -0.02
N 0.52523 -0.41748 -0.71081 -4.85 3.53 5.06
N -0.58158 0.42826 0.26397 4.04 -5.03 -6.11
Br 0.21281 0.93685 1.73266 0.98 0.69 1.07
```
Forces are in eV/Å.

Properties
energy relative to the best compared isomer or geometry (same formula, charge and spin): 151.14 kcal per mole
SMILES: [H]/N=N/Br
HOMO level (spin up / spin down): -10.0 / -9.9 eV
2S+1: 1
calculated total energy: -73033.211 eV
max |F|: 0.173 hartree/bohr

---

No. 2
# BrHNO2S

BrHNO2S as an isolated structure (the ωB97M-V functional and the def2-TZVPD basis, OMol25).

XYZ file:
```
6
Properties=species:S:1:pos:R:3:forces:R:3
N 0.18081 0.76867 0.02274 -1.88 2.42 3.57
O -0.84294 -1.05093 -1.38055 0.60 -0.13 1.09
O -1.04783 -1.22868 1.08492 0.03 0.32 -0.02
S -0.13900 -1.03290 -0.06243 -0.64 -0.41 -0.95
Br 1.79799 1.17479 -0.68453 1.30 0.42 -0.45
H 0.05096 1.36905 1.01984 0.59 -2.62 -3.24
```
Forces are in eV/Å.

Properties
energy relative to the best compared isomer or geometry (same formula, charge and spin): 9.17 kcal per mole
net charge: -1
HOMO level: -3.9 eV
2S+1: 1
calculated total energy: -86478.982 eV
max |F|: 0.091 hartree/bohr

---

No. 3
# BrIO2S2

A single BrIO2S2 molecule (the ωB97M-V functional and the def2-TZVPD basis, OMol25).

XYZ file:
```
6
Properties=species:S:1:pos:R:3:forces:R:3
O -0.35498 0.30132 0.17917 1.51 1.24 0.22
O 1.91317 -1.02272 -0.30973 -1.77 4.73 2.32
S -1.46013 -0.88714 -0.11009 0.15 -0.36 0.09
S 1.38531 0.36117 0.20599 -0.15 -6.25 -1.94
Br 1.52898 1.57150 -1.56945 0.11 0.81 -0.61
I -3.01236 -0.32413 1.60411 0.16 -0.16 -0.08
```
Forces are in eV/Å.

Properties
energy relative to the best compared isomer or geometry (same formula, charge and spin): 17.05 kcal per mole
HOMO level: -8.9 eV
2S+1: 1
calculated total energy: -103906.494 eV
max |F|: 0.127 hartree/bohr

---

No. 4
# BrNO3

A single BrNO3 molecule (the ωB97M-V functional and the def2-TZVPD basis, OMol25).

XYZ file:
```
5
Properties=species:S:1:pos:R:3:forces:R:3
O -0.01332 1.25484 -0.31023 -0.17 0.87 -0.36
N -0.13308 0.08937 -0.20569 0.89 0.30 0.58
O -0.68134 -0.71645 -0.91648 0.88 0.31 1.62
O 0.50548 -0.49258 0.97358 0.35 -1.41 0.78
Br 1.91453 0.09442 2.67701 -1.95 -0.07 -2.61
```
Forces are in eV/Å.

Properties
energy relative to the best compared isomer or geometry (same formula, charge and spin): 40.14 kcal per mole
SMILES: O=[N+]([O-])OBr
HOMO level (spin up / spin down): -11.7 / -11.7 eV
2S+1: 1
calculated total energy: -77667.665 eV
max |F|: 0.063 hartree/bohr